Below is an isolated molecule of C20H33N3O4S, with properties calculated with the ωB97M-V functional and the def2-TZVPD basis.

Properties
HOMO-LUMO gap = 9.08 eV
energy above the lowest of the compared OMol25 structures with the same formula, charge and spin = 48.58 kJ/mol
lowest unoccupied orbital energy = 0.429 eV
highest occupied orbital energy = -8.65 eV

XYZ file:
```
61
Properties=species:S:1:pos:R:3:mulliken_charge:R:1
C 4.259 2.266 -1.556 -1.250
C 2.771 2.565 -1.625 0.107
N 2.202 2.343 -2.960 -0.283
S 1.715 0.870 -3.442 1.142
O 2.067 0.754 -4.829 -0.765
O 2.126 -0.120 -2.489 -0.543
C -0.070 0.895 -3.445 -1.146
C -0.717 1.135 -2.092 0.403
O -0.094 1.611 -1.154 -0.576
N -2.033 0.831 -1.995 0.389
C -2.773 0.123 -3.028 -0.924
C -2.643 1.089 -0.696 -1.792
C -2.245 0.050 0.374 2.118
C -3.328 -0.996 0.572 -1.836
N -1.824 0.768 1.576 -0.025
C -2.005 0.412 2.880 0.276
O -2.900 -0.305 3.290 -0.676
C -0.931 0.940 3.815 -1.010
C 0.039 -0.211 4.164 0.185
C 1.220 0.310 4.976 -1.587
C 0.450 -0.946 2.905 0.582
C 1.276 -0.360 1.948 -0.183
C 1.520 -0.985 0.734 -0.284
C 0.959 -2.226 0.445 0.461
C 1.147 -2.871 -0.904 -1.268
C -0.060 -2.620 -1.809 -0.776
C 0.159 -2.824 1.411 -0.512
C -0.097 -2.192 2.619 -0.671
H 4.640 2.477 -0.556 0.377
H 4.449 1.218 -1.785 0.290
H 4.820 2.881 -2.264 0.372
H 2.207 1.946 -0.934 -0.185
H 2.564 3.603 -1.361 0.406
H 2.655 2.822 -3.726 0.315
H -0.371 1.668 -4.154 0.525
H -0.341 -0.073 -3.867 0.554
H -2.611 0.569 -4.009 0.427
H -2.508 -0.937 -3.072 0.271
H -3.834 0.199 -2.804 0.296
H -2.328 2.078 -0.369 0.316
H -3.726 1.107 -0.829 0.526
H -1.353 -0.463 -0.002 -0.686
H -3.536 -1.451 -0.400 0.447
H -3.013 -1.774 1.261 0.355
H -4.247 -0.556 0.959 0.398
H -0.978 1.290 1.399 0.319
H -0.374 1.764 3.359 0.217
H -1.407 1.307 4.724 0.516
H -0.524 -0.918 4.778 0.432
H 1.884 -0.505 5.265 0.403
H 1.807 1.032 4.404 0.276
H 0.873 0.810 5.882 0.431
H 1.717 0.614 2.138 0.305
H 2.137 -0.500 -0.014 0.242
H 2.041 -2.471 -1.381 0.287
H 1.292 -3.947 -0.780 0.473
H 0.082 -3.067 -2.795 0.511
H -0.972 -3.031 -1.370 0.383
H -0.202 -1.545 -1.938 -0.102
H -0.284 -3.795 1.212 0.412
H -0.753 -2.659 3.345 0.337
```

Below is a structure of composition C20H34BBrIN2O12Ta at a distorted geometry, with properties calculated with the ωB97M-V functional and the def2-TZVPD basis.

Properties
charge = -2
HOMO-LUMO gap = 4.21 eV
lowest unoccupied orbital energy = 3.536 eV
highest occupied orbital energy = -0.68 eV

XYZ file:
```
72
Properties=species:S:1:pos:R:3:mulliken_charge:R:1
C 3.340 2.701 3.088 -0.959
C 2.311 3.541 2.194 -0.572
C 1.418 2.525 1.280 -0.244
N 0.018 2.400 1.771 -0.321
Ta -1.065 0.686 0.987 0.508
I 0.734 0.380 -1.275 -0.376
C -2.369 2.007 -0.371 -0.821
C -3.424 2.940 0.385 -0.313
C -2.817 4.275 1.019 -0.465
Br -1.699 5.340 -0.244 -0.273
O 0.201 -0.571 2.227 -0.612
C -0.001 -0.304 3.607 0.633
N -0.159 0.059 4.736 -0.694
O -2.512 0.836 2.596 -0.792
B -3.480 -0.233 2.517 0.706
O -3.341 -1.517 3.193 -0.569
O -4.676 -0.098 1.688 -0.522
C -2.097 -1.286 0.226 0.586
O -3.024 -1.273 -0.672 -0.647
O -1.643 -2.484 0.762 -0.707
H 2.782 2.250 3.988 0.234
H 4.215 3.352 3.439 0.338
H 3.804 1.877 2.434 0.237
H 1.664 4.274 2.778 0.307
H 2.954 4.179 1.478 0.265
H 1.434 2.997 0.233 0.084
H 1.958 1.525 1.329 0.381
H -0.032 2.481 2.798 0.198
H -2.983 1.321 -1.067 0.363
H -1.658 2.576 -1.069 0.414
H -4.060 2.362 1.151 0.121
H -4.183 3.284 -0.417 0.327
H -2.207 3.961 1.933 0.216
H -3.673 4.954 1.380 0.402
H -3.571 -2.183 2.507 0.228
H -5.319 -0.825 1.872 0.176
O 4.311 2.233 -1.507 -0.613
C 4.129 1.899 -2.648 0.495
O 3.458 0.775 -3.015 -0.101
C 3.523 0.626 -4.438 -0.075
C 3.806 2.012 -4.971 -0.578
C 4.641 2.622 -3.866 -0.418
H 4.322 -0.083 -4.678 -0.086
H 2.577 0.231 -4.810 0.310
H 4.302 2.006 -5.944 0.333
H 2.869 2.568 -5.074 0.282
H 5.704 2.403 -3.989 0.268
H 4.476 3.696 -3.782 0.291
O 5.955 -2.493 -5.692 -0.622
C 5.898 -2.598 -4.492 0.565
O 4.740 -2.715 -3.795 -0.340
C 5.028 -2.707 -2.389 -0.199
C 6.475 -3.128 -2.278 -0.508
C 7.074 -2.572 -3.552 -0.399
H 4.858 -1.698 -2.003 0.080
H 4.361 -3.399 -1.874 0.330
H 6.960 -2.767 -1.369 0.329
H 6.546 -4.221 -2.286 0.259
H 7.409 -1.539 -3.428 0.242
H 7.886 -3.198 -3.922 0.295
O -7.575 -1.671 4.031 -0.589
C -7.506 -2.606 3.280 0.566
O -7.608 -2.509 1.924 -0.359
C -7.592 -3.823 1.353 -0.415
C -6.927 -4.700 2.388 -0.514
C -7.344 -4.046 3.688 -0.376
H -8.624 -4.128 1.151 0.259
H -7.037 -3.807 0.414 0.340
H -7.216 -5.750 2.312 0.317
H -5.840 -4.642 2.279 0.269
H -8.305 -4.425 4.045 0.256
H -6.578 -4.152 4.455 0.269
```

Below is a structure of composition C20H34BaClFN3O4 at a distorted geometry, with properties calculated with the ωB97M-V functional and the def2-TZVPD basis.

Properties
charge = -1
HOMO-LUMO gap = 7.25 eV
lowest unoccupied orbital energy = 2.494 eV
highest occupied orbital energy = -4.76 eV

XYZ file:
```
64
Properties=species:S:1:pos:R:3:mulliken_charge:R:1
O -0.068 -0.573 -1.522 -0.791
C 0.854 -1.527 -1.719 -0.275
C 0.230 -2.930 -1.668 0.086
C -0.892 -3.249 -0.895 0.293
H -1.367 -2.533 -0.217 0.280
C -1.409 -4.548 -0.939 -0.944
H -2.308 -4.780 -0.365 0.420
C -0.786 -5.545 -1.695 -0.437
H -1.188 -6.561 -1.720 0.359
C 0.362 -5.224 -2.433 -0.668
H 0.871 -5.982 -3.029 0.363
C 0.852 -3.919 -2.426 -0.241
H 1.760 -3.639 -2.969 0.339
H 1.299 -1.456 -2.735 0.207
C 2.891 -0.136 -0.996 -1.214
C 2.090 -1.378 -0.784 0.422
H 3.932 -0.302 -0.699 0.498
H 2.495 0.702 -0.398 -0.054
H 2.855 0.141 -2.058 0.353
C 2.348 -2.280 0.171 0.463
C 3.528 -2.299 1.085 -1.560
H 1.674 -3.132 0.313 0.299
H 4.135 -3.202 0.928 0.365
H 3.140 -2.318 2.108 0.274
H 4.166 -1.410 1.027 0.331
Ba -0.357 -0.143 1.016 1.669
Cl 2.274 0.186 2.750 -0.612
C -0.049 1.756 3.419 0.214
O -0.340 2.183 2.295 -0.822
N -0.095 2.451 4.546 0.281
C -0.360 3.873 4.404 -0.936
C -0.077 1.820 5.862 -0.909
H 0.323 0.718 3.538 0.097
H -0.454 4.091 3.336 0.214
H 0.449 4.470 4.829 0.303
H -1.272 4.149 4.937 0.317
H -0.071 0.727 5.713 0.267
H -0.969 2.133 6.426 0.299
H 0.820 2.116 6.428 0.295
H -4.681 -1.235 -2.256 0.323
H -5.382 -0.127 0.149 0.313
C -3.711 -1.314 -1.736 -1.049
C -4.307 -0.154 0.387 -0.870
N -3.510 -0.193 -0.833 0.413
H -2.898 -1.309 -2.475 0.327
C -2.795 0.887 -1.231 0.066
O -2.509 1.834 -0.494 -0.564
H -4.037 0.727 0.975 0.250
H -2.413 0.787 -2.269 0.286
H -3.679 -2.251 -1.163 0.302
H -4.097 -1.053 0.979 0.307
H 1.852 5.186 -1.353 0.316
H 0.371 4.833 -3.602 0.322
C 2.212 4.191 -1.642 -1.019
C 0.720 3.790 -3.602 -0.955
N 1.164 3.409 -2.271 0.270
H 2.587 3.669 -0.759 0.252
C 0.563 2.425 -1.569 0.713
O 0.828 2.164 -0.388 -0.584
H -0.096 3.119 -3.903 0.257
H -0.173 1.839 -2.145 -0.236
H 3.028 4.347 -2.351 0.347
H 1.553 3.705 -4.316 0.315
F -1.876 -1.727 2.002 -0.946
```